(1)
Below is C19H28NPSeV as an isolated structure, with properties calculated with wB97M-V/def2-TZVPD.

Calculated values
Max |F| ... 0.0420 Eh/bohr
LUMO energy (alpha / beta) ... 0.0070 / -0.0320 Eh
Relative energy (zero: lowest compared OMol25 entry of this formula, charge and spin) ... 6.2414 eV
E_tot ... -4481.99208 hartree
Orbital gap (alpha / beta) ... 7.12 / 6.63 eV
2S+1 ... 4

Last column: natural (NBO) charge in e.
Positions of all 51 atoms, in Å:
C: 0.55720 3.28438 -3.09097  -0.2148
C: -0.76686 2.85260 -2.85783  -0.2296
C: -0.96422 1.76482 -1.97117  -0.0360
C: 0.13915 1.12703 -1.44335  -0.4575
C: 1.44792 1.57410 -1.59233  0.0504
C: 1.67087 2.67534 -2.45468  -0.2330
C: -2.37737 1.22790 -1.54213  -0.4595
C: -2.42851 -0.13075 -0.99798  -0.3806
N: -1.89767 -1.21478 -1.85928  -0.5012
V: -0.58591 -0.33595 -0.07035  0.6970
C: 2.52661 0.83837 -0.84923  -0.7194
P: 1.76756 -0.73540 -0.20850  0.7699
H: -1.63768 3.32506 -3.32091  0.2101
H: 2.68574 3.03231 -2.62732  0.2052
H: 0.71946 4.12286 -3.77302  0.2101
H: 2.88852 1.40386 0.02809  0.2418
H: 3.37344 0.56342 -1.47865  0.2187
H: -2.79520 1.90940 -0.77268  0.2533
H: -3.01944 1.18401 -2.43552  0.1978
H: -1.31397 -1.82653 -0.91595  0.2229
C: 3.21171 -1.29252 0.76658  -0.9131
C: 1.99150 -1.70442 -1.73635  -0.9345
H: -3.05438 -0.50807 -0.15839  0.2462
C: -1.34426 -1.04529 -3.20274  -0.4098
C: -2.89084 -2.40382 -1.86254  -0.3891
H: 1.87602 0.17612 1.12571  0.0897
H: -2.05932 -1.51203 -3.93010  0.1996
H: -1.29149 0.00712 -3.50442  0.2502
H: -0.35855 -1.53247 -3.37329  0.2163
H: -3.24643 -2.56358 -2.86639  0.2079
H: -2.43173 -3.33018 -1.48908  0.2202
H: -3.73436 -2.14197 -1.23609  0.2244
H: 3.06536 -1.74970 -1.90573  0.2280
H: 1.56837 -2.70344 -1.60859  0.2303
H: 1.51336 -1.21325 -2.58136  0.2434
H: 4.10880 -1.14615 0.15478  0.2288
H: 3.27290 -0.67623 1.67471  0.2402
H: 3.03618 -2.32972 1.04279  0.2393
H: -1.75516 -1.93051 0.07866  -0.2321
Se: -0.61548 1.21328 1.83115  -0.0299
C: -0.31110 0.60448 3.64681  -0.1537
C: -1.34596 0.75377 4.58441  -0.2413
C: -1.15702 0.32677 5.89930  -0.1934
C: 0.07418 -0.21251 6.29122  -0.2320
C: 1.12491 -0.30969 5.37068  -0.2057
C: 0.94718 0.12080 4.04909  -0.2413
H: -2.27635 1.22258 4.26169  0.2229
H: -1.97492 0.41774 6.61040  0.2117
H: 0.21801 -0.55503 7.31564  0.2121
H: 2.09153 -0.71722 5.66315  0.2109
H: 1.75770 0.09309 3.32205  0.2082



(2)
Below is C14H23IrO5S5 as an isolated structure, with properties calculated with wB97M-V/def2-TZVPD.

Calculated values
Max |F| ... 0.0031 Eh/bohr
Net charge ... +2
LUMO energy (alpha / beta) ... -0.2159 / -0.3172 Eh
E_tot ... -3018.01334 hartree
Orbital gap (alpha / beta) ... 7.71 / 5.81 eV
2S+1 ... 5

Last column: natural (NBO) charge in e.
Positions of all 48 atoms, in Å:
Ir: 0.12550 -0.90302 0.47759  1.1762
C: 1.96243 1.09500 2.15015  -0.0984
C: 2.89198 -0.03176 1.77609  -0.0919
O: 2.44381 -0.67953 0.57120  -0.5805
C: 3.10182 -0.29391 -0.64293  -0.0999
C: 2.51530 -1.16833 -1.72383  -0.0949
O: 1.09530 -0.98368 -1.79658  -0.5705
C: 0.70361 0.11367 -2.63170  -0.0931
C: -0.64626 0.58633 -2.18214  -0.0953
O: -0.51285 1.03516 -0.82156  -0.5797
C: -1.67064 1.74217 -0.33726  -0.1004
C: -2.60340 0.81125 0.40818  -0.1021
O: -1.91039 0.05782 1.40608  -0.5597
C: -1.67685 0.69004 2.67212  -0.0966
C: -0.35748 1.43274 2.71825  -0.0963
O: 0.65629 0.52075 2.28382  -0.5869
H: 1.93823 1.87874 1.38522  0.1924
H: 2.27516 1.53413 3.10017  0.2227
H: 2.88488 -0.79668 2.55150  0.2235
H: 3.91078 0.33416 1.64673  0.2218
H: 4.17437 -0.47660 -0.55154  0.2214
H: 2.93488 0.76909 -0.84092  0.1908
H: 2.67709 -2.21768 -1.47951  0.2167
H: 2.97699 -0.95630 -2.68969  0.2203
H: 0.66448 -0.21510 -3.67240  0.2210
H: 1.42404 0.93040 -2.54220  0.1960
H: -1.38783 -0.21588 -2.24184  0.2004
H: -0.96533 1.41912 -2.81162  0.2203
H: -2.19774 2.20368 -1.17401  0.2189
H: -1.29938 2.54146 0.29912  0.2033
H: -3.03312 0.06879 -0.26449  0.2153
H: -3.41992 1.37867 0.86023  0.2175
H: -1.66589 -0.11852 3.40224  0.2211
H: -2.49906 1.36596 2.91413  0.2178
H: -0.15328 1.74427 3.74570  0.2203
H: -0.34468 2.31933 2.08156  0.1847
C: -0.68892 -5.37750 3.05252  -0.7421
S: -1.31154 -6.30699 1.62985  0.4607
C: -0.56514 -5.61500 0.23704  -0.4073
C: -0.34064 -4.26337 -0.09031  -0.3762
S: -0.85807 -2.95094 0.90482  -0.1215
S: 0.29387 -3.99283 -1.65001  0.5946
C: 0.31801 -5.64449 -2.20474  -0.6537
S: 0.76252 -6.06392 -3.70353  0.2746
S: -0.17065 -6.76130 -0.97498  0.6446
H: -0.81615 -6.07121 3.88237  0.2656
H: -1.26110 -4.47583 3.23447  0.2433
H: 0.36888 -5.16254 2.92775  0.2411



(3)
Below is C24H21Cl2N5Ti as an isolated structure, with properties calculated with wB97M-V/def2-TZVPD.

Calculated values
Max |F| ... 0.0594 Eh/bohr
LUMO energy (alpha / beta) ... -0.0077 / -0.0050 Eh
Relative energy (zero: lowest compared OMol25 entry of this formula, charge and spin) ... 1.1094 eV
E_tot ... -2970.78822 hartree
Orbital gap (alpha / beta) ... 3.98 / 7.04 eV
2S+1 ... 3

Last column: natural (NBO) charge in e.
Positions of all 53 atoms, in Å:
Ti: -0.48183 -0.18497 -0.26031  1.2704
C: 0.85131 -2.76804 0.06923  -0.2663
N: -0.44836 -2.33485 -0.47613  -0.4770
C: -0.54393 -2.57735 -1.92991  -0.2420
C: 0.29772 -1.55835 -2.65299  0.1170
C: 1.00050 -1.82926 -3.79865  -0.2270
C: 1.70140 -0.80095 -4.44412  -0.2879
C: 1.67714 0.48118 -3.85392  -0.2525
C: 0.98369 0.68903 -2.69526  -0.0005
N: 0.26998 -0.30818 -2.07279  -0.6288
C: -1.58304 -2.82909 0.32093  -0.2431
C: -1.72399 -2.00414 1.57447  0.1271
C: -2.20138 -2.51469 2.75722  -0.2256
C: -2.39531 -1.66630 3.85009  -0.2638
C: -2.06351 -0.30894 3.69278  -0.2499
C: -1.57412 0.14165 2.49703  0.0075
N: -1.39952 -0.68000 1.41291  -0.5954
C: 1.69090 -1.65761 0.67787  0.2350
C: 2.88926 -1.95374 1.29534  -0.2370
C: 3.66567 -0.92921 1.81941  -0.1484
C: 3.20143 0.37724 1.70267  -0.2459
C: 1.99878 0.61099 1.07979  0.0709
N: 1.24546 -0.38733 0.56949  -0.4876
H: 0.69823 -3.53547 0.83150  0.2278
H: 1.44073 -3.22847 -0.72738  0.2363
H: -0.24058 -3.59454 -2.20169  0.1999
H: -1.59072 -2.45550 -2.22790  0.2165
H: 0.98930 -2.83260 -4.20804  0.2081
H: 2.23581 -0.98405 -5.36507  0.2077
H: 2.20685 1.30662 -4.30987  0.2160
H: 0.94292 1.65620 -2.21267  0.2165
H: -2.49480 -2.71900 -0.27592  0.2200
H: -1.48387 -3.89179 0.56912  0.1999
H: -2.44340 -3.56842 2.82584  0.2108
H: -2.79694 -2.04000 4.78096  0.2110
H: -2.19265 0.38789 4.50953  0.2189
H: -1.30969 1.17825 2.33769  0.2199
H: 3.21505 -2.98398 1.36329  0.2232
H: 4.60758 -1.14648 2.30318  0.2246
H: 3.77409 1.20630 2.09329  0.2316
H: 1.58111 1.60187 0.95559  0.2485
Cl: -0.50271 4.52400 0.19257  -0.0087
C: -1.85302 3.71203 -0.53687  -0.0614
C: -2.93613 4.42926 -0.99732  -0.2164
C: -4.01626 3.77726 -1.58137  -0.2492
C: -4.00260 2.39402 -1.70123  -0.2546
C: -2.91026 1.70295 -1.23472  0.0080
Cl: -2.79785 -0.04794 -1.34323  0.0922
C: -1.77033 2.29722 -0.62788  0.1059
N: -0.75891 1.54211 -0.20986  -0.7699
H: -2.93709 5.50682 -0.89922  0.2255
H: -4.86252 4.34468 -1.94211  0.2175
H: -4.83344 1.86781 -2.15271  0.2250



(4)
Below is F6KN3O12S6 as an isolated structure, with properties calculated with wB97M-V/def2-TZVPD.

Calculated values
Max |F| ... 0.1734 Eh/bohr
Net charge ... -2
LUMO energy ... 0.0853 Eh
Relative energy (zero: lowest compared OMol25 entry of this formula, charge and spin) ... 6.1582 eV
E_tot ... -4655.40626 hartree
Orbital gap ... 7.44 eV
2S+1 ... 1

Last column: natural (NBO) charge in e.
Positions of all 28 atoms, in Å:
K: -1.66327 -0.27329 -0.80679  0.9955
N: 1.51228 6.14031 -1.59531  -1.0233
S: 2.57072 5.09725 -1.93973  2.3553
O: 2.12870 3.95128 -2.78708  -0.9095
O: 3.68600 4.95818 -1.00759  -0.8797
F: 3.23051 6.06342 -3.06634  -0.5378
S: 1.09350 5.19471 -0.24308  2.2733
O: 1.77976 5.38560 1.04780  -0.8631
O: 0.56691 3.80752 -0.54236  -0.8981
F: -0.30254 5.92462 0.09279  -0.5160
N: -3.37007 -4.19121 -0.98515  -1.0701
S: -4.93252 -4.59832 -0.27133  2.3300
O: -4.65279 -5.40619 0.91452  -0.8920
O: -6.12893 -4.85517 -1.06032  -0.8729
F: -5.25221 -3.09347 0.33400  -0.5226
S: -3.54831 -5.15249 -2.16641  2.4112
O: -3.97645 -4.44792 -3.39859  -0.9428
O: -3.92383 -6.50755 -1.92722  -0.9025
F: -1.93538 -5.22387 -2.49868  -0.5367
N: 1.58773 -0.56362 2.14488  -1.1078
S: 3.17209 -1.00458 1.65640  2.3426
O: 4.01218 -1.60323 2.68763  -0.8842
O: 3.79540 -0.16911 0.61462  -0.8754
F: 2.59976 -2.25073 0.78252  -0.5187
S: 2.08493 0.37266 3.22330  2.4189
O: 2.99532 1.44596 2.86996  -0.8966
O: 2.13201 -0.21466 4.55759  -0.9430
F: 0.73857 1.21399 3.37005  -0.5342



(5)
Below is C25H31BN10O2RuS as an isolated structure, with properties calculated with wB97M-V/def2-TZVPD.

Calculated values
Max |F| ... 0.0310 Eh/bohr
Net charge ... +1
LUMO energy (alpha / beta) ... -0.1339 / -0.1583 Eh
Relative energy (zero: lowest compared OMol25 entry of this formula, charge and spin) ... 0.3425 eV
E_tot ... -2187.16302 hartree
Orbital gap (alpha / beta) ... 6.74 / 6.08 eV
2S+1 ... 2

Last column: Mulliken charge in e.
Positions of all 71 atoms, in Å:
Ru: 0.43041 0.16029 0.73685  -0.3062
C: 0.25166 3.37958 -0.19899  -1.4164
C: -0.94303 2.77781 0.45546  0.6523
C: -2.18755 3.32981 0.70874  -1.5044
C: -2.90320 2.36803 1.42276  0.9036
C: -4.27942 2.44035 1.98259  -1.3470
N: -2.11700 1.29785 1.57077  0.4819
N: -0.91974 1.54115 0.98867  0.7095
B: -2.23378 -0.00030 2.41065  -1.0919
N: -0.99310 -0.06094 3.34819  0.4695
N: 0.25989 -0.09974 2.81147  0.4650
C: 1.13649 -0.16508 3.81704  0.3018
C: 2.61017 -0.27556 3.59452  -1.1528
C: 0.44532 -0.15996 5.02253  -1.4912
C: -0.90178 -0.09038 4.68549  0.9857
C: -2.09447 -0.05971 5.57457  -1.3017
N: -2.10969 -1.18122 1.44880  0.6576
N: -0.97099 -1.29859 0.72521  0.7134
C: -1.03819 -2.44104 0.04061  0.6394
C: 0.05675 -2.98318 -0.80899  -1.4143
C: -2.25123 -3.06691 0.32903  -1.5109
C: -2.90487 -2.24010 1.22307  0.9261
C: -4.22242 -2.41545 1.89175  -1.3341
H: 0.21031 4.46232 -0.10027  0.4761
H: 0.28527 3.12374 -1.26285  0.1953
H: 1.17210 3.03176 0.27637  0.2550
H: -2.52417 4.31354 0.43494  0.5294
H: -4.75593 3.36554 1.66835  0.3874
H: -4.26207 2.41346 3.07242  0.2599
H: -4.88398 1.60290 1.63545  0.2682
H: -3.24906 -0.02811 3.02471  -0.0087
H: 2.82981 -0.42320 2.53088  0.0294
H: 3.00681 -1.12824 4.14317  0.3909
H: 3.12719 0.61668 3.94803  0.3112
H: 0.86623 -0.21581 6.01080  0.4979
H: -1.77655 -0.09728 6.61360  0.3604
H: -2.74972 -0.90900 5.38341  0.2634
H: -2.67423 0.85086 5.42482  0.2687
H: 0.91316 -2.31335 -0.87358  0.1476
H: -0.32132 -3.15132 -1.81406  0.2316
H: 0.39080 -3.94275 -0.41345  0.4775
H: -2.59465 -4.01251 -0.05117  0.5148
H: -4.67874 -3.34370 1.55698  0.3754
H: -4.89825 -1.59474 1.65151  0.2555
H: -4.11539 -2.45645 2.97571  0.2668
N: 2.67676 -1.63904 -7.36544  -0.4739
C: 2.07663 -1.16703 -6.24149  1.1798
C: 1.30665 -2.01545 -5.43035  -0.9242
C: 0.67954 -1.52298 -4.30722  -0.4007
C: 0.81539 -0.18601 -3.95417  -0.2308
C: 1.56630 0.66889 -4.75854  -0.4099
C: 2.18976 0.18780 -5.88515  -0.8943
S: -0.02857 0.46667 -2.57037  1.3517
O: -1.17234 -0.33859 -2.26264  -0.7469
O: -0.17419 1.88265 -2.76560  -0.8347
N: 0.93100 0.29257 -1.19789  0.3762
C: 2.26379 0.61807 -1.11796  0.2958
N: 2.68124 0.56239 0.17673  0.0282
C: 3.96480 0.80670 0.40942  0.1980
C: 4.83869 1.11571 -0.61436  -0.9482
C: 4.29821 1.18664 -1.89237  -0.2272
N: 3.01850 0.94676 -2.15367  -0.2275
H: 2.63889 -2.61342 -7.59917  0.1871
H: 3.25987 -1.04547 -7.92508  0.1878
H: 1.18381 -3.05444 -5.70762  0.3136
H: 0.04438 -2.16963 -3.72177  0.4209
H: 1.64678 1.71201 -4.49311  0.4665
H: 2.76283 0.85794 -6.51311  0.3044
H: 4.29672 0.76432 1.44160  0.3467
H: 5.88176 1.31223 -0.42339  0.4064
H: 4.91491 1.44965 -2.74382  0.4669



(6)
Below is a 2-piece molecular cluster, C2H4N2 overall, with properties calculated with wB97M-V/def2-TZVPD.

Calculated values
Max |F| ... 0.0720 Eh/bohr
LUMO energy (alpha / beta) ... -0.0125 / -0.0110 Eh
Relative energy (zero: lowest compared OMol25 entry of this formula, charge and spin) ... 4.2522 eV
E_tot ... -187.96205 hartree
Orbital gap (alpha / beta) ... 9.25 / 8.28 eV
2S+1 ... 1

Last column: natural (NBO) charge in e.
Positions of all 8 atoms, in Å:
C: 1.33380 -0.14219 0.21858  0.1972
C: -0.05040 -0.22852 -0.20276  -0.0980
N: 2.46870 -0.19623 0.22835  -0.2842
N: -1.00196 0.77021 0.11033  -0.7873
H: -0.08178 -0.54355 -1.24261  0.2285
H: -0.45758 -2.15667 0.63742  -0.0535
H: -0.67819 1.37441 0.89325  0.3986
H: -1.53259 1.12253 -0.64256  0.3986



Number 5 is which compound? C25H31BN10O2RuS



Which formula does entry 5 have? C25H31BN10O2RuS